A cluster of 13 separate species, C17H7B3Cl48FNO3 in total in a non-equilibrium geometry, computed with ωB97M-V/def2-TZVPD.

Properties
Gap between HOMO and LUMO, eV: 9.49

Last column: Löwdin charge in e.
Positions of all 80 atoms, in Å:
B1 3.09 -0.79 -2.39  -0.479
Cl1 -2.48 5.80 2.13  0.520
C1 5.67 -1.06 -6.39  -2.002
C2 -12.89 -5.06 -2.40  -2.009
Cl2 -11.81 -4.66 -3.76  0.512
Cl3 -0.27 -5.35 1.08  0.495
H1 -2.38 0.97 0.93  0.091
Cl4 6.54 5.22 6.20  0.497
O1 2.30 0.94 -0.25  0.152
Cl5 -9.48 -3.17 -0.96  0.491
Cl6 -4.17 4.31 0.30  0.491
H2 5.87 -1.11 2.45  0.074
Cl7 2.39 6.08 0.23  0.526
Cl8 -7.71 -3.01 1.35  0.520
Cl9 9.04 2.67 7.42  0.503
Cl10 -7.71 8.03 -1.62  0.515
Cl11 -6.83 7.00 -4.18  0.514
Cl12 3.40 5.92 2.94  0.480
Cl13 -14.24 -3.90 -2.35  0.516
Cl14 -3.05 -4.41 -0.93  0.508
C3 6.89 6.76 5.38  -2.011
F1 3.51 -1.68 -3.48  0.055
C4 -8.57 -4.12 0.25  -1.997
Cl15 8.85 2.10 -4.43  0.512
Cl16 -5.63 6.01 -1.73  0.463
Cl17 -9.70 -5.12 1.19  0.500
H3 -0.43 -2.14 -1.21  0.067
O2 1.86 -1.05 -1.69  0.147
N1 -0.05 0.70 -1.32  0.209
Cl18 6.29 0.00 -7.68  0.512
Cl19 7.54 7.92 6.56  0.519
H4 -0.39 -1.84 0.67  0.054
Cl20 -2.69 -10.78 2.06  0.517
C5 -1.83 -9.26 1.73  -2.029
Cl21 -5.38 -2.92 -1.83  0.491
Cl22 -4.65 -5.41 -3.14  0.522
Cl23 0.87 4.68 2.27  0.486
Cl24 -3.00 -3.04 -3.49  0.531
C6 -0.92 -1.58 -0.31  -0.110
C7 4.77 0.11 0.61  0.066
Cl25 6.56 2.17 -2.65  0.522
Cl26 6.74 -2.47 -6.22  0.517
Cl27 4.03 -1.61 -6.81  0.527
Cl28 1.42 -3.84 2.91  0.526
C8 5.47 -0.57 1.50  0.109
Cl29 2.61 -5.76 1.07  0.529
Cl30 7.35 0.33 7.78  0.509
Cl31 -13.54 -6.70 -2.63  0.517
Cl32 -0.57 -9.54 0.51  0.512
B2 3.67 0.47 -0.56  -0.457
Cl33 -2.98 -8.04 1.13  0.495
H5 -2.53 1.73 -0.83  0.043
C9 1.32 -4.55 1.28  -1.977
Cl34 -11.99 -4.99 -0.88  0.458
Cl35 6.68 2.83 9.10  0.503
O3 3.96 0.33 -1.99  0.152
Cl36 -7.39 -5.16 -0.58  0.492
C10 -0.98 -0.01 -0.67  -0.266
C11 7.70 3.16 -3.59  -2.017
C12 -2.58 5.09 0.50  -1.972
Cl37 -5.08 8.72 -2.62  0.511
C13 -4.02 -3.95 -2.35  -2.006
Cl38 3.34 3.54 1.27  0.570
Cl39 -1.07 -8.67 3.23  0.508
Cl40 6.80 4.13 -4.78  0.516
C14 8.01 1.78 8.57  -2.026
Cl41 5.39 7.41 4.68  0.483
Cl42 1.50 -3.27 0.06  0.636
Cl43 5.63 -0.16 -4.86  0.542
C15 -6.31 7.44 -2.54  -2.013
Cl44 8.58 4.25 -2.49  0.514
B3 1.34 0.20 -1.08  -0.490
Cl45 -1.30 3.89 0.29  0.517
H6 -3.21 0.02 -0.45  0.077
Cl46 8.98 1.29 9.98  0.514
C16 -2.34 0.78 -0.21  -0.083
Cl47 8.08 6.49 4.09  0.519
C17 2.50 5.06 1.68  -1.990
H7 -2.02 -1.96 -0.29  0.047
Cl48 -2.39 6.38 -0.72  0.513

---

A structure of composition C24H66N6O10SSr2V in a non-equilibrium geometry, computed with ωB97M-V/def2-TZVPD.

Properties
<S²>: 3.76
2S+1: 4
Net charge: +4
Gap between HOMO and LUMO (alpha / beta), eV: 6.87 / 6.87

Last column: Mulliken spin population.
Positions of all 110 atoms, in Å:
H1 9.99 15.18 -25.88  -0.013
H2 6.18 18.34 -23.91  -0.039
C1 15.39 20.28 -22.19  0.000
C2 17.01 20.03 -20.16  0.000
H3 14.37 20.55 -22.45  0.000
S1 10.98 18.06 -22.50  0.027
H4 6.85 17.18 -14.97  0.000
H5 17.67 15.51 -21.74  0.000
O1 10.50 16.90 -23.18  -0.032
H6 17.10 20.09 -19.07  0.000
H7 8.92 14.80 -24.96  0.014
C3 6.25 17.53 -21.79  0.000
C4 9.12 14.58 -27.70  0.000
H8 16.03 20.95 -22.77  0.000
H9 8.85 16.47 -16.44  0.000
C5 7.91 16.88 -16.80  0.000
H10 8.71 18.59 -15.97  0.000
C6 8.49 15.58 -26.80  -0.028
C7 9.45 15.82 -20.07  -0.001
H11 12.30 23.09 -16.94  0.000
H12 6.46 15.30 -27.62  0.000
H13 15.69 19.55 -24.68  0.000
O2 8.88 16.70 -19.09  0.001
C8 13.35 14.94 -23.81  0.001
H14 10.17 21.82 -17.83  0.000
H15 8.67 16.52 -27.33  0.011
H16 12.12 21.13 -21.53  0.000
H17 12.30 14.71 -24.01  0.002
V1 9.65 17.68 -24.88  3.026
O3 6.60 20.40 -21.82  0.003
H18 8.96 16.13 -21.00  0.001
H19 10.52 16.01 -20.05  0.000
Sr1 10.10 18.75 -18.87  0.003
H20 6.79 17.57 -20.84  0.000
H21 17.34 19.00 -20.30  0.000
C9 17.10 16.06 -22.49  0.000
C10 11.18 21.45 -21.10  0.001
O4 15.63 18.93 -22.68  0.000
H22 11.95 22.56 -19.04  0.000
H23 6.90 14.21 -26.27  0.002
H24 15.46 14.04 -21.27  0.000
H25 11.16 22.37 -15.60  0.000
H26 13.07 14.31 -20.69  0.000
H27 15.73 13.89 -23.03  0.000
H28 11.02 22.53 -21.17  0.000
C11 11.85 22.24 -16.44  0.000
C12 13.79 14.41 -22.50  -0.001
H29 7.85 20.16 -23.58  -0.017
H30 8.27 19.35 -22.05  -0.022
H31 11.77 19.70 -16.60  0.000
H32 8.94 14.76 -28.76  0.001
N1 14.71 19.51 -19.90  0.000
H33 17.31 17.09 -22.21  0.000
H34 17.42 15.95 -23.53  0.000
H35 10.37 20.14 -16.03  0.000
C13 11.10 21.38 -17.45  0.000
H36 5.03 14.81 -24.81  0.000
H37 14.27 18.69 -24.23  0.000
C14 6.91 18.17 -23.11  -0.015
C15 6.71 16.68 -15.93  0.000
H38 13.41 16.01 -24.00  -0.001
C16 15.63 20.45 -20.62  0.000
O5 10.99 20.86 -19.81  0.000
H39 17.82 20.62 -20.58  0.000
C17 15.29 14.50 -22.24  0.000
H40 9.28 14.77 -19.82  0.000
H41 7.23 18.77 -16.62  0.000
C18 7.44 19.67 -22.69  0.091
C19 11.76 21.51 -18.78  0.000
O6 6.31 16.04 -25.72  0.007
O7 15.70 15.82 -22.31  0.000
C20 4.96 15.72 -25.42  0.000
H42 8.32 16.86 -22.61  0.015
H43 15.11 19.53 -18.98  0.000
H44 11.97 15.03 -21.73  -0.001
N2 8.12 18.32 -16.75  0.000
H45 15.34 21.47 -20.40  0.000
N3 9.18 15.63 -25.47  0.012
C21 5.41 20.93 -22.42  0.002
H46 5.36 18.12 -21.60  0.000
H47 12.74 21.04 -18.87  0.000
H48 12.65 21.65 -15.97  0.000
C22 7.67 16.39 -18.24  0.000
H49 10.50 20.91 -21.76  0.000
H50 4.66 16.49 -24.71  0.000
H51 10.19 14.72 -27.57  0.000
H52 4.82 21.43 -21.65  0.000
H53 13.87 20.02 -19.69  0.000
H54 13.71 13.32 -22.53  0.000
H55 7.35 16.49 -23.82  0.007
C23 6.96 15.23 -26.65  0.012
N4 10.87 20.04 -16.90  0.000
O8 10.46 18.92 -23.50  0.031
H56 6.83 16.87 -18.73  0.000
H57 7.42 15.33 -18.25  0.000
N5 12.94 14.97 -21.45  0.000
H58 6.02 16.48 -21.97  -0.001
H59 5.58 21.58 -23.29  0.000
H60 4.80 20.08 -22.73  0.000
O9 10.31 18.26 -21.24  -0.013
H61 15.80 17.82 -24.50  0.000
Sr2 14.07 17.23 -20.82  0.003
N6 7.93 17.24 -23.46  -0.075
H62 9.00 13.53 -27.47  0.000
H63 6.63 15.61 -15.76  0.000
O10 12.40 18.05 -22.26  -0.013
H64 13.73 14.46 -24.71  0.001
C24 15.35 18.72 -24.07  0.000
H65 5.78 17.15 -16.27  0.000
H66 4.28 15.70 -26.28  0.000

---

A structure of composition C54H42ClN4O5P2SSe4Y, computed with ωB97M-V/def2-TZVPD.

Properties
Gap between HOMO and LUMO, eV: 7.25
Relative energy (zero: lowest compared OMol25 entry of this formula, charge and spin), kJ/mol: 0.0

Last column: Löwdin charge in e.
Positions of all 114 atoms, in Å:
H1 -0.51 -3.68 -6.37  0.117
C1 -0.06 5.00 0.98  0.002
O1 1.03 -3.99 6.22  0.072
C2 2.59 1.05 2.72  -0.364
C3 -1.98 0.00 5.56  -0.089
H2 4.24 4.00 -1.57  0.110
H3 -0.16 -4.41 -2.86  0.022
C4 -0.59 -3.45 3.90  -0.576
C5 -0.20 0.71 3.52  -0.361
C6 0.20 -0.12 4.56  -0.104
H4 -1.85 1.84 2.73  0.107
H5 -1.40 3.21 -5.57  0.096
C7 0.08 5.70 2.16  -0.060
C8 0.48 5.03 3.31  -0.067
H6 -3.28 6.85 -4.36  0.102
P1 0.88 1.11 2.10  1.139
H7 -3.11 6.15 -1.99  0.103
C9 -2.48 -3.51 0.92  -0.032
H8 -2.33 -0.23 1.27  0.084
C10 -3.92 0.08 -0.14  -0.072
O2 2.90 -3.55 5.11  0.132
N1 -0.14 -1.71 -4.53  0.131
H9 -0.36 5.49 0.06  0.125
C11 0.78 -3.32 3.99  -0.050
H10 -4.67 -0.35 0.50  0.090
C12 0.75 2.52 -2.43  -0.350
H11 2.24 1.34 4.83  0.092
H12 6.34 1.01 3.68  0.105
C13 5.29 1.03 3.41  -0.070
H13 2.01 -5.35 -3.35  0.040
H14 1.22 -0.49 4.60  0.097
H15 -1.64 -3.96 0.40  0.053
C14 -1.51 1.18 3.52  -0.106
Y1 0.68 -1.56 -0.28  0.863
N2 -0.12 -3.89 -3.74  0.041
C15 -4.25 0.58 -1.39  -0.061
H16 -2.43 5.38 -6.15  0.102
H17 -3.56 1.53 -3.17  0.109
P2 -0.83 1.86 -3.10  1.120
C16 -1.77 3.86 -4.79  -0.103
H18 3.29 0.72 0.70  0.060
C17 0.37 -4.25 -6.11  -0.038
C18 1.76 2.60 -3.39  -0.174
C19 -1.63 0.70 -0.53  -0.192
C20 3.26 3.60 -1.82  -0.064
H19 2.89 -6.03 -7.50  0.103
H20 -2.09 3.98 -1.42  0.102
H21 -2.67 -0.27 6.35  0.107
C21 1.17 -4.82 -7.08  -0.079
Se1 3.23 -4.00 -1.19  0.042
C22 -2.60 0.14 0.29  -0.097
C23 4.32 1.20 4.39  -0.068
C24 -2.83 5.91 -4.11  -0.088
C25 -3.37 -2.36 2.85  -0.041
Cl1 -1.70 -4.16 4.97  0.848
H22 -5.81 -3.04 0.62  0.111
H23 -5.27 0.54 -1.73  0.108
O3 2.39 -1.80 1.02  -0.275
C26 0.19 3.64 0.95  -0.292
H24 5.66 0.74 1.32  0.112
C27 -0.46 -2.61 -3.60  -0.861
Se2 3.07 -2.46 -2.94  -0.001
H25 2.50 3.87 0.16  0.122
C28 0.58 2.94 2.08  -0.263
H26 -0.34 -1.13 6.37  0.115
H27 0.93 -4.67 -8.13  0.104
C29 0.69 -4.44 -4.77  -0.264
H28 1.02 3.16 4.17  0.104
H29 -5.47 -2.00 2.83  0.112
H30 -0.12 6.76 2.19  0.108
C30 3.00 3.15 -3.11  -0.097
C31 2.29 3.53 -0.84  -0.004
C32 -3.28 1.14 -2.20  -0.110
H31 -3.20 -1.89 3.81  0.095
H32 -3.88 -3.97 -0.63  0.110
C33 2.56 -5.80 -5.39  -0.064
H33 -3.41 1.21 4.51  0.108
H34 0.60 5.57 4.24  0.107
Se3 2.38 -0.37 -2.09  0.054
H35 4.61 1.31 5.43  0.106
C34 1.03 3.02 -1.16  -0.258
C35 -2.15 4.29 -2.46  -0.086
H36 1.57 2.20 -4.38  0.097
C36 2.46 -2.32 2.18  -0.558
C37 -3.75 -3.54 0.35  -0.066
O4 0.01 2.98 -0.24  -0.056
C38 -2.35 5.08 -5.11  -0.086
C39 1.78 -5.22 -4.40  -0.071
C40 -2.39 0.83 4.53  -0.084
O5 3.49 -2.54 2.82  0.091
C41 1.59 -3.65 5.20  -0.510
Se4 0.99 -4.38 -0.62  0.044
C42 -2.31 -2.93 2.16  -0.219
C43 -0.68 -0.48 5.57  -0.065
N3 -1.00 -2.91 2.73  -0.048
C44 2.98 1.21 4.05  -0.102
H37 -0.30 -0.74 -4.29  0.045
H38 3.41 -6.40 -5.10  0.111
C45 3.57 0.88 1.74  -0.109
C46 -1.66 3.46 -3.46  -0.375
C47 -1.95 1.23 -1.78  -0.397
C48 2.27 -5.59 -6.73  -0.085
S1 -1.40 -2.13 -2.24  0.606
C49 -4.82 -3.01 1.05  -0.086
H39 -0.62 0.83 -0.14  0.015
H40 0.58 -1.93 -5.20  0.103
C50 0.72 3.67 3.27  -0.068
H41 3.76 3.20 -3.88  0.107
H42 3.20 -3.21 4.21  0.061
C51 -2.73 5.51 -2.78  -0.078
C52 -4.63 -2.42 2.29  -0.075
C53 4.92 0.88 2.08  -0.058
N4 0.06 -2.45 2.03  0.060
C54 1.13 -2.70 2.77  -0.150

---

The ion C8H9N2 with charge +1 in a non-equilibrium geometry, computed with ωB97M-V/def2-TZVPD.

Properties
Net charge: +1
Gap between HOMO and LUMO, eV: 9.18
Relative energy (zero: lowest compared OMol25 entry of this formula, charge and spin), kJ/mol: 561.3
SMILES string: C1=C[C@@]23C4=C[C@@]12[C@@H]3[NH2+]CN4

Last column: natural (NBO) charge in e.
Positions of all 19 atoms, in Å:
C1 -0.68 0.90 -1.49  -0.016
N1 -1.34 1.38 -0.32  -0.659
C2 -0.39 -1.97 1.52  -0.170
H1 -2.19 1.83 -0.21  0.432
N2 0.75 0.50 -1.04  -0.520
C3 0.72 -1.61 2.13  -0.199
H2 1.15 1.21 -0.52  0.444
H3 0.25 1.60 2.55  0.248
H4 1.46 -1.32 -0.67  0.262
H5 -1.11 0.01 -1.82  0.197
C4 -0.52 -0.82 0.54  -0.049
C5 -0.97 0.58 0.82  0.099
H6 1.34 0.43 -1.90  0.453
C6 0.01 0.81 1.76  -0.180
H7 -1.09 -2.83 1.69  0.251
H8 -0.73 1.68 -2.13  0.235
H9 1.17 -2.12 2.99  0.254
C7 0.80 -0.64 -0.11  -0.042
C8 0.91 -0.34 1.39  -0.041

---

Taking the records one at a time from the top gives molar mass values of 2026.4; 857.1; 1361.2; 133.2 g mol⁻¹.
Taking the records one at a time from the top gives E_tot values of -631197.903; -93535.692; -377249.083; -11408.007 eV.